No. 1
{
  "formula": "C32H60O30",
  "method": "ωB97M-V with the def2-TZVPD basis set",
  "smiles": "C[C@H]1COC(=O)O1.C[C@H]1COC(=O)O1.COC(=O)OC.COC(=O)OC.COC(=O)OC.COC(=O)OC.COC(=O)OC.COC(=O)OC.COC(=O)OC.COC(=O)OC",
  "de_lowest_kj_mol": 740.0,
  "spin_multiplicity": 1,
  "symbols": ["C", "C", "C", "O", "C", "O", "O", "H", "H", "H", "H", "H", "H", "C", "C", "C", "O", "C", "O", "O", "H", "H", "H", "H", "H", "H", "C", "O", "C", "O", "O", "C", "H", "H", "H", "H", "H", "H", "C", "O", "C", "O", "O", "C", "H", "H", "H", "H", "H", "H", "C", "O", "C", "O", "O", "C", "H", "H", "H", "H", "H", "H", "C", "O", "C", "O", "O", "C", "H", "H", "H", "H", "H", "H", "C", "O", "C", "O", "O", "C", "H", "H", "H", "H", "H", "H", "C", "O", "C", "O", "O", "C", "H", "H", "H", "H", "H", "H", "C", "O", "C", "O", "O", "C", "H", "H", "H", "H", "H", "H", "C", "O", "C", "O", "O", "C", "H", "H", "H", "H", "H", "H"],
  "xyz": [[-0.0221, -0.2076, 2.8133], [-1.1289, 0.5261, 3.6880], [-0.6291, 0.7128, 5.1423], [-1.2119, 2.0389, 5.4401], [-1.2812, 2.7073, 4.3714], [-1.5905, 3.9071, 4.3894], [-1.1804, 1.9036, 3.2900], [0.0319, 0.2986, 1.8451], [-0.2997, -1.2794, 2.6133], [1.0388, -0.1523, 3.0883], [-2.0843, 0.1673, 3.7168], [0.5358, 0.9825, 5.0746], [-0.9679, -0.0898, 5.7831], [2.0865, -3.6142, -2.5158], [2.7318, -2.6485, -1.5365], [4.2265, -2.8365, -1.2799], [4.7775, -1.5960, -1.6661], [3.8377, -0.7571, -1.9853], [3.9243, 0.4804, -2.1291], [2.6768, -1.4292, -2.0947], [2.3441, -4.6996, -2.4223], [2.4506, -3.3774, -3.4420], [1.0733, -3.4546, -2.5089], [2.1239, -2.7192, -0.5782], [4.7197, -3.5574, -1.9168], [4.5631, -3.0341, -0.2990], [3.9098, 4.6023, 3.4857], [3.4048, 4.4528, 2.1575], [2.5527, 3.4376, 1.8986], [2.2562, 2.5114, 2.8148], [1.9991, 3.3729, 0.7521], [0.8115, 2.6176, 0.5263], [4.1848, 3.6388, 4.0647], [3.0948, 5.0875, 3.9852], [4.8140, 5.2449, 3.4621], [-0.0238, 2.7759, 1.2353], [1.0277, 1.5982, 0.4476], [0.4164, 2.9612, -0.3806], [-0.5720, -2.0390, -0.2431], [-0.0912, -0.8220, -0.6490], [-0.2571, -0.5528, -2.0320], [-0.7770, -1.3880, -3.0048], [0.1576, 0.6354, -2.2970], [-0.0916, 1.0066, -3.6365], [-0.2287, -2.2616, 0.7107], [-0.2687, -2.7667, -0.9639], [-1.6645, -2.0431, -0.1153], [0.4966, 1.9589, -3.8117], [-1.1371, 1.0071, -3.8215], [0.3219, 0.1877, -4.2359], [0.3081, 7.2686, -1.7724], [1.4999, 6.5539, -1.7297], [1.4482, 5.2500, -2.0200], [0.2541, 4.4787, -2.1078], [2.6823, 4.6722, -2.0818], [2.9047, 3.3801, -2.3579], [-0.0155, 7.4913, -2.7531], [0.4467, 8.2236, -1.2849], [-0.5100, 6.8837, -1.3000], [3.0657, 2.7146, -1.5153], [3.8054, 3.2586, -2.8969], [2.2194, 2.8945, -3.0959], [-2.7847, -4.3189, 0.6692], [-1.8163, -4.9231, 1.4840], [-1.3138, -4.2638, 2.5141], [-1.9325, -3.0493, 2.8914], [-0.1675, -4.7392, 3.0256], [0.5546, -3.9679, 4.0056], [-3.6524, -4.9722, 0.6807], [-2.3599, -4.2340, -0.3325], [-3.1249, -3.3673, 0.8602], [1.5548, -4.3414, 4.2699], [-0.0758, -4.0016, 4.8910], [0.6722, -2.9401, 3.6653], [3.4654, 0.0566, 1.0455], [4.5100, -0.8729, 1.3286], [4.2169, -1.8689, 2.1951], [2.8688, -2.2761, 2.5427], [5.2554, -2.5585, 2.6508], [4.9594, -3.6584, 3.5928], [2.9546, 0.4608, 1.8911], [2.6298, -0.4016, 0.4301], [3.9082, 0.8977, 0.4681], [4.3419, -3.2520, 4.4513], [5.8724, -4.1450, 3.9373], [4.3829, -4.3775, 3.0244], [-0.9516, -7.6911, 0.0122], [-1.5055, -7.4078, -1.1686], [-1.2030, -6.3137, -1.7413], [-0.2577, -5.4006, -1.2792], [-2.0393, -6.0216, -2.7473], [-1.8487, -4.7530, -3.3860], [-0.8345, -6.9376, 0.8085], [-0.0819, -8.1827, -0.2080], [-1.6762, -8.3373, 0.4067], [-0.8109, -4.7216, -3.8974], [-1.9041, -3.9769, -2.6197], [-2.6978, -4.6744, -4.1068], [-2.8840, 0.9344, 0.6381], [-3.6685, 1.0645, -0.6019], [-3.9052, -0.0383, -1.1415], [-3.8163, -1.3733, -0.5477], [-4.3665, 0.1640, -2.3589], [-4.4559, -0.9508, -3.0860], [-2.4026, 1.8705, 0.9739], [-2.1191, 0.1243, 0.5629], [-3.5579, 0.6253, 1.4341], [-4.6361, -0.6727, -4.1162], [-5.3323, -1.6120, -2.7382], [-3.5906, -1.4750, -3.3577], [-2.5817, 4.0558, -2.2144], [-3.9299, 4.5986, -2.3554], [-4.1407, 5.8148, -2.0732], [-3.1311, 6.7265, -1.7081], [-5.4017, 6.2734, -2.2586], [-5.8071, 7.5810, -1.8035], [-2.1921, 4.0260, -1.1512], [-1.9626, 4.6545, -2.9596], [-2.5565, 3.0551, -2.4996], [-6.9273, 7.4958, -1.8466], [-5.5790, 8.3167, -2.5577], [-5.3547, 7.7092, -0.8029]]
}

=====

No. 2
{
  "formula": "C32H61BCl38NO3P",
  "method": "ωB97M-V with the def2-TZVPD basis set",
  "spin_multiplicity": 1,
  "symbols": ["C", "C", "O", "B", "C", "C", "C", "N", "C", "C", "C", "C", "C", "C", "C", "O", "P", "C", "O", "H", "H", "H", "H", "H", "H", "H", "H", "H", "H", "H", "H", "H", "H", "H", "H", "H", "H", "H", "H", "H", "H", "H", "C", "Cl", "Cl", "H", "H", "C", "Cl", "Cl", "H", "H", "C", "Cl", "Cl", "H", "H", "C", "Cl", "Cl", "H", "H", "C", "Cl", "Cl", "H", "H", "C", "Cl", "Cl", "H", "H", "C", "Cl", "Cl", "H", "H", "C", "Cl", "Cl", "H", "H", "C", "Cl", "Cl", "H", "H", "C", "Cl", "Cl", "H", "H", "C", "Cl", "Cl", "H", "H", "C", "Cl", "Cl", "H", "H", "C", "Cl", "Cl", "H", "H", "C", "Cl", "Cl", "H", "H", "C", "Cl", "Cl", "H", "H", "C", "Cl", "Cl", "H", "H", "C", "Cl", "Cl", "H", "H", "C", "Cl", "Cl", "H", "H", "C", "Cl", "Cl", "H", "H"],
  "xyz": [[-1.9512, -2.9803, 3.7101], [-0.7843, -1.9750, 3.7689], [-0.9419, -0.9658, 4.7731], [-1.2455, 0.2856, 4.2531], [-2.5746, 0.9985, 4.7744], [-3.6772, 0.5800, 3.7663], [-5.1275, 0.9977, 4.1743], [-6.0523, -0.1395, 3.9167], [-6.7802, 0.0203, 2.6496], [-5.8815, -0.0448, 1.4267], [-4.9054, -1.0288, 1.2773], [-4.0434, -1.0850, 0.1894], [-4.1264, -0.1214, -0.8182], [-5.1103, 0.8553, -0.6825], [-5.9699, 0.9132, 0.4036], [-6.9023, 1.9513, 0.4776], [-0.2114, 1.2453, 2.9093], [1.5854, 0.8014, 3.0269], [-0.6788, 0.6598, 1.3771], [-1.8290, -3.8102, 4.4222], [-2.9438, -2.5341, 3.8657], [-1.9631, -3.4334, 2.7022], [-0.6150, -1.5782, 2.7536], [0.1183, -2.5538, 4.0422], [-2.8075, 0.6933, 5.8080], [-2.3674, 2.0845, 4.7094], [-3.6744, -0.5201, 3.7260], [-3.4872, 0.9733, 2.7540], [-5.4186, 1.8566, 3.5368], [-5.1448, 1.3174, 5.2268], [-6.7102, -0.1113, 4.6916], [-7.4879, -0.8278, 2.5737], [-7.3589, 0.9612, 2.6890], [-4.8234, -1.7739, 2.0760], [-3.2887, -1.8731, 0.1640], [-3.4231, -0.1714, -1.6485], [-5.2028, 1.6345, -1.4434], [-7.7251, 1.5823, 0.1160], [1.8857, 0.8938, 4.0824], [2.1214, 1.5738, 2.4524], [1.8175, -0.1982, 2.6166], [0.0986, 0.6278, 0.8024], [4.0357, 3.9242, 1.1333], [2.3287, 3.5077, 0.9299], [4.5098, 3.8833, 2.8340], [4.6391, 3.2100, 0.5845], [4.1988, 4.9245, 0.7438], [4.6747, 2.6659, -2.6045], [3.0514, 2.7189, -1.9012], [5.8549, 1.9881, -1.4744], [4.6544, 2.0457, -3.4946], [4.9760, 3.6768, -2.8624], [9.5652, 3.0518, -2.3904], [9.1440, 1.9371, -3.6993], [8.2668, 4.2057, -2.0755], [9.7498, 2.4783, -1.4884], [10.4579, 3.5987, -2.6731], [2.1766, 6.5873, -3.4454], [2.2140, 5.7462, -4.9984], [3.6503, 6.2861, -2.5139], [2.0890, 7.6503, -3.6253], [1.3236, 6.2346, -2.8752], [1.5990, 5.9024, 5.2375], [1.6676, 5.0729, 3.6862], [3.0531, 5.5951, 6.2078], [1.5130, 6.9702, 5.0652], [0.7347, 5.5388, 5.7835], [-0.6617, 5.0061, 8.3152], [-0.7052, 3.8402, 6.9865], [-2.0886, 6.0485, 8.3116], [-0.6255, 4.4643, 9.2539], [0.2243, 5.6246, 8.2092], [6.2613, -0.4236, -5.1206], [5.6762, -1.2542, -3.6723], [5.1938, 0.9119, -5.5731], [7.2515, -0.0284, -4.9209], [6.2993, -1.1320, -5.9396], [-10.3572, 1.5789, 2.6656], [-11.5877, 2.8360, 2.4905], [-10.1306, 0.6805, 1.1603], [-9.4166, 2.0455, 2.9401], [-10.6698, 0.8872, 3.4409], [4.0687, -4.5185, -4.4555], [5.5006, -5.1322, -5.2899], [3.0180, -5.8364, -3.9213], [4.3850, -3.9495, -3.5887], [3.5116, -3.8823, -5.1346], [6.5472, 7.3672, 4.9976], [6.6146, 6.5380, 3.4394], [7.9988, 7.0634, 5.9610], [6.4612, 8.4342, 4.8227], [5.6819, 7.0086, 5.5453], [4.2074, -9.4678, -4.0284], [4.2195, -10.3116, -5.5811], [5.6842, -9.7837, -3.1070], [4.1315, -8.4017, -4.2093], [3.3550, -9.8093, -3.4503], [7.4846, -2.6805, -8.9238], [6.8100, -3.2889, -7.4069], [7.6890, -0.9240, -8.8830], [8.4523, -3.1426, -9.0862], [6.8098, -2.9362, -9.7335], [4.9231, -12.6369, -0.7261], [3.2056, -13.0308, -0.9052], [5.4232, -12.6633, 0.9670], [5.5054, -13.3628, -1.2734], [5.0990, -11.6436, -1.1252], [-14.4525, 0.5957, 2.1977], [-13.9071, -1.0007, 2.7308], [-16.0849, 0.9506, 2.7758], [-13.7713, 1.3419, 2.5899], [-14.4511, 0.6220, 1.1134], [8.9663, -14.3222, -0.6603], [8.3740, -15.1521, 0.7817], [7.9013, -12.9889, -1.1279], [9.9537, -13.9237, -0.4546], [9.0146, -15.0327, -1.4782], [0.9193, 10.3612, -4.7488], [2.3729, 9.7808, -5.5698], [-0.1103, 9.0200, -4.2295], [1.2149, 10.9329, -3.8757], [0.3572, 10.9886, -5.4317], [-6.7674, -1.3420, -3.8739], [-5.9128, -1.1617, -2.3285], [-7.7971, 0.0597, -4.2043], [-6.0358, -1.4337, -4.6695], [-7.3890, -2.2309, -3.8380], [0.0057, -5.6999, -6.3367], [1.0283, -4.2648, -6.4720], [-1.7096, -5.2778, -6.3463], [0.2105, -6.3544, -7.1770], [0.2378, -6.2054, -5.4053], [-5.6189, 5.1778, 0.7864], [-4.7825, 5.2391, 2.3432], [-6.5712, 6.6432, 0.5058], [-4.8821, 5.0820, -0.0037], [-6.2833, 4.3199, 0.7798]]
}

=====

For reference, HOMO level by record: -9.615; -7.301 eV.
For reference, F_max by record: 9.7; 1.8 eV Å⁻¹.
For reference, Kohn-Sham gap by record: 9.982; 7.530 eV.